{"formula": "C38H38BCl5FN11O3V", "method": "ωB97M-V/def2-TZVPD", "elements": ["V", "C", "C", "C", "C", "N", "N", "B", "N", "C", "C", "C", "C", "N", "N", "C", "C", "C", "C", "N", "N", "C", "C", "C", "C", "N", "H", "H", "H", "H", "H", "H", "H", "H", "H", "H", "H", "H", "H", "H", "H", "H", "H", "H", "H", "H", "C", "C", "N", "C", "C", "C", "O", "O", "C", "O", "C", "C", "C", "F", "C", "C", "C", "N", "C", "C", "N", "C", "C", "H", "H", "H", "H", "H", "H", "H", "H", "H", "H", "H", "H", "H", "H", "H", "H", "H", "H", "Cl", "C", "C", "C", "Cl", "C", "Cl", "C", "Cl", "C", "Cl"], "xyz": [[-1.46952, 1.04205, 1.03430], [1.75600, 0.79101, 2.51161], [0.66627, -0.11844, 2.97072], [0.72436, -1.03519, 4.01050], [-0.56050, -1.53660, 4.13169], [-1.32775, -0.96441, 3.20731], [-0.58638, -0.10140, 2.46785], [-2.81741, -1.22872, 2.85814], [-3.60116, 0.11609, 2.75071], [-4.76048, 0.41850, 3.32927], [-5.13664, 1.69664, 2.94329], [-4.12719, 2.14566, 2.10808], [-4.01195, 3.46937, 1.43697], [-3.19380, 1.16903, 1.99386], [-2.78742, -1.83348, 1.44242], [-3.10568, -3.03921, 0.95928], [-2.96996, -3.00928, -0.40923], [-2.53671, -1.71496, -0.69873], [-2.29551, -1.17420, -2.06540], [-2.40457, -1.00742, 0.43173], [-3.47839, -2.04460, 3.93346], [-4.35764, -3.07995, 3.95952], [-4.73249, -3.28583, 5.25867], [-4.03368, -2.30526, 5.99735], [-4.06407, -2.05451, 7.46907], [-3.29237, -1.55963, 5.19843], [2.72389, 0.32819, 2.70031], [1.67624, 1.04078, 1.45642], [1.72428, 1.72679, 3.07375], [1.57991, -1.27611, 4.61681], [-0.97800, -2.24655, 4.82340], [-5.24086, -0.28445, 3.98954], [-6.02016, 2.23472, 3.23816], [-4.87272, 4.08041, 1.69869], [-3.10902, 3.99260, 1.75711], [-3.96828, 3.36339, 0.35503], [-3.39293, -3.84778, 1.60545], [-3.17231, -3.80289, -1.10718], [-2.79371, -1.81367, -2.79225], [-2.70641, -0.17365, -2.17878], [-1.23458, -1.16224, -2.31894], [-4.70871, -3.57047, 3.06950], [-5.42015, -4.02781, 5.62730], [-4.69732, -2.78270, 7.97169], [-3.06290, -2.12011, 7.89429], [-4.45261, -1.05919, 7.68417], [0.60383, 0.42174, -6.38642], [1.07826, 1.55359, -5.49281], [0.84118, 1.27121, -4.06075], [-0.25936, 1.76204, -3.48822], [-0.60779, 1.54562, -2.17810], [-1.87935, 2.14919, -1.68857], [-2.58710, 2.80323, -2.40257], [-2.17870, 1.88646, -0.42046], [0.22650, 0.76072, -1.36632], [-0.00157, 0.51676, -0.13944], [1.40713, 0.19486, -1.98231], [2.26791, -0.61882, -1.23269], [3.38540, -1.12901, -1.81894], [4.23619, -1.86156, -1.08182], [3.69819, -0.89929, -3.17276], [2.84479, -0.10632, -3.91154], [1.70174, 0.46241, -3.32796], [4.84989, -1.44017, -3.80002], [5.35075, -2.73670, -3.37254], [6.17446, -3.34413, -4.49154], [7.31212, -2.40852, -4.81810], [6.80900, -1.03699, -5.19029], [5.93514, -0.50795, -4.06923], [0.78939, 0.67448, -7.42983], [-0.46746, 0.26046, -6.26625], [1.11410, -0.51595, -6.16518], [0.54342, 2.47434, -5.71348], [2.13668, 1.77447, -5.62071], [-0.90501, 2.37319, -4.10738], [2.05360, -0.81815, -0.19113], [3.06444, 0.03733, -4.95908], [4.52034, -3.40786, -3.16084], [5.96164, -2.67645, -2.46147], [5.59467, -3.45594, -5.40560], [6.60597, -4.30138, -4.20610], [7.88138, -2.79243, -5.57282], [7.92582, -2.33265, -4.00351], [6.24198, -1.16143, -6.11089], [7.67406, -0.40232, -5.37126], [5.53565, 0.45675, -4.37584], [6.54917, -0.33259, -3.17091], [-1.70237, 1.78577, 4.51976], [-1.00291, 2.96969, 3.47672], [-0.73726, 2.71954, 2.11629], [-0.07149, 3.75177, 1.44672], [0.44903, 3.55935, -0.20134], [0.24449, 4.98024, 2.02776], [1.03937, 6.21317, 1.13616], [-0.09149, 5.20730, 3.35711], [0.26437, 6.70856, 4.09083], [-0.70470, 4.19023, 4.08607], [-1.08447, 4.46765, 5.73428]], "lowdin_charge": [1.106, -0.007, -0.308, 0.015, -0.029, 0.015, -0.042, -0.660, 0.024, -0.011, 0.029, -0.283, 0.012, -0.053, 0.037, -0.034, 0.004, -0.297, 0.005, 0.074, -0.014, -0.068, -0.006, -0.342, -0.024, 0.114, 0.092, 0.053, 0.093, 0.117, 0.131, 0.137, 0.121, 0.095, 0.081, 0.082, 0.116, 0.114, 0.095, 0.081, 0.078, 0.107, 0.109, 0.079, 0.080, 0.081, -0.049, -0.165, -0.001, 0.071, -0.110, -0.560, 0.151, -0.148, -0.318, -0.127, -0.037, 0.112, -0.181, 0.090, -0.140, 0.075, -0.096, -0.092, -0.146, -0.074, 0.066, -0.078, -0.131, 0.091, 0.089, 0.074, 0.131, 0.120, 0.165, 0.143, 0.120, 0.150, 0.134, 0.144, 0.145, 0.188, 0.186, 0.143, 0.144, 0.140, 0.146, 0.841, -0.642, -0.222, -0.629, 0.829, -0.706, 0.712, -0.703, 0.738, -0.703, 0.724], "multiplicity": 2, "total_charge": 2, "e_homo_ev": [-12.50, -12.50], "gap_ev": [6.48, 6.83], "energy_ev": -154242.5459, "e_above_lowest_kcal_mol": 0.0}

***

{"formula": "C19H21N3O4S", "method": "ωB97M-V/def2-TZVPD", "elements": ["C", "O", "C", "C", "C", "C", "C", "N", "C", "O", "C", "C", "C", "C", "N", "S", "O", "O", "C", "C", "C", "C", "C", "C", "N", "C", "C", "H", "H", "H", "H", "H", "H", "H", "H", "H", "H", "H", "H", "H", "H", "H", "H", "H", "H", "H", "H", "H"], "xyz": [[-6.91649, -0.56131, -1.23463], [-6.20917, -0.03660, -0.13784], [-4.85450, -0.17866, -0.10765], [-4.09505, -0.80552, -1.08939], [-2.72026, -0.89265, -0.94636], [-2.08027, -0.36955, 0.16612], [-0.58110, -0.43638, 0.28217], [0.01464, 0.74711, -0.31393], [0.73919, 1.63161, 0.38361], [0.98907, 1.50196, 1.57178], [1.20261, 2.85394, -0.40509], [2.56386, 3.33042, 0.10306], [3.71346, 2.54171, -0.54485], [3.39118, 1.07360, -0.56696], [3.02629, 0.55279, -1.66803], [2.55105, -1.01271, -1.82924], [1.18962, -0.99743, -2.29598], [3.51244, -1.70835, -2.63038], [2.57660, -1.66559, -0.16798], [2.11505, -2.94399, 0.07619], [2.09980, -3.43605, 1.36921], [2.54129, -2.63176, 2.41157], [3.00162, -1.35282, 2.16960], [3.02584, -0.85504, 0.86569], [3.48831, 0.42881, 0.62319], [-2.84373, 0.26472, 1.14020], [-4.21224, 0.35881, 1.00944], [-7.96490, -0.33782, -1.04311], [-6.78741, -1.64553, -1.31542], [-6.61227, -0.08803, -2.17387], [-4.55854, -1.22804, -1.96688], [-2.13447, -1.37641, -1.71452], [-0.26773, -0.45817, 1.32878], [-0.19937, -1.31744, -0.24064], [-0.03246, 0.79470, -1.32047], [0.45497, 3.63340, -0.23817], [1.24252, 2.62916, -1.47037], [2.57476, 3.20076, 1.18816], [2.70344, 4.38995, -0.11349], [3.84046, 2.86111, -1.57849], [4.64325, 2.71737, -0.00101], [1.77356, -3.53204, -0.76095], [1.74301, -4.43438, 1.56724], [2.52230, -3.00621, 3.42381], [3.33068, -0.72454, 2.98347], [3.66899, 0.98992, 1.44543], [-2.35549, 0.68641, 2.00623], [-4.81444, 0.84479, 1.76073]], "lowdin_charge": [-0.093, -0.087, -0.279, -0.018, -0.030, -0.214, -0.126, 0.097, -0.511, 0.032, -0.096, -0.174, -0.104, -0.396, 0.020, 0.638, -0.307, -0.278, -0.210, -0.058, -0.068, -0.064, -0.005, -0.214, 0.146, -0.026, 0.000, 0.092, 0.095, 0.095, 0.102, 0.117, 0.126, 0.102, 0.134, 0.128, 0.117, 0.107, 0.113, 0.124, 0.122, 0.126, 0.106, 0.108, 0.119, 0.159, 0.118, 0.117], "total_charge": 0, "e_homo_ev": -8.37, "gap_ev": 8.93, "smiles": "COc1ccc(CNC(=O)CCCC2=NS(=O)(=O)c3ccccc3N2)cc1", "energy_ev": -43540.0675, "e_above_lowest_kcal_mol": 28.4}